1.
A structure of composition C24H15Cl2N4OTi in a non-equilibrium geometry. Source: the OMol25 dataset; level of theory: the ωB97M-V functional and the def2-TZVPD basis.

XYZ file:
```
47
Properties=species:S:1:pos:R:3:forces:R:3:nbo_charge:R:1
Ti -0.25146 -0.18374 -0.18786 0.108 0.392 1.242 1.32
C -2.57056 -3.27904 1.41034 -0.061 0.202 -0.135 -0.23
C -3.62856 -3.21144 0.50764 0.245 0.194 0.133 -0.13
C -3.79246 -2.07314 -0.26386 0.207 0.238 -0.023 -0.21
C -2.87946 -1.02874 -0.12926 -0.456 -0.562 0.424 0.19
N -1.83056 -1.11454 0.73834 -1.604 -0.835 0.220 -0.48
C -1.69236 -2.21154 1.48144 -0.215 -0.183 0.359 0.09
C -2.90946 0.26226 -0.82016 -0.843 0.617 -0.228 0.16
C -3.98236 1.01546 -1.27416 0.501 -0.747 0.194 -0.19
C -3.77806 2.37496 -1.52626 0.349 0.342 -0.014 -0.19
C -2.58406 2.99176 -1.15416 0.044 -0.189 -0.107 -0.17
C -1.53546 2.19526 -0.70466 -0.120 0.419 0.049 0.13
N -1.68456 0.84376 -0.74916 -1.803 1.223 -0.563 -0.53
C -0.35666 2.53736 0.08184 -0.344 0.054 0.041 0.15
C 0.24914 3.79246 0.15444 0.266 0.117 0.212 -0.21
C 1.29484 3.99546 1.03534 -0.392 -0.250 -0.257 -0.15
C 1.71614 2.92846 1.83774 -0.062 -0.267 0.036 -0.26
C 1.10314 1.70156 1.70204 0.296 0.281 0.451 0.07
N 0.09714 1.47706 0.84094 0.527 2.103 0.841 -0.54
H -2.41676 -4.15474 2.01844 0.040 -0.051 0.098 0.24
H -4.31096 -4.04154 0.40884 -0.068 -0.049 -0.022 0.24
H -4.59066 -2.00494 -0.98766 -0.059 0.048 -0.019 0.24
H -0.83756 -2.22184 2.16114 -0.189 -0.086 -0.209 0.21
H -4.96666 0.58566 -1.37376 -0.067 -0.077 0.027 0.24
H -4.58516 2.97446 -1.91466 -0.108 0.065 0.045 0.23
H -2.50686 4.06856 -1.16426 0.049 0.065 0.003 0.23
H -0.10506 4.58986 -0.48136 -0.051 0.064 -0.020 0.24
H 1.77724 4.95706 1.10924 0.016 0.102 -0.010 0.24
H 2.51714 3.05996 2.54724 0.051 -0.055 0.080 0.24
H 1.40774 0.84356 2.30754 0.012 0.268 -0.188 0.21
Cl 0.41774 -4.64484 -0.02686 0.097 -0.040 -0.094 0.06
C 1.55654 -3.35984 -0.14726 -0.378 0.685 -0.133 -0.10
C 2.89914 -3.57464 0.16154 0.378 0.296 0.035 -0.21
C 3.82234 -2.55144 0.07954 -0.309 -0.191 -0.031 -0.06
Cl 5.46924 -2.86434 0.47104 0.138 -0.045 0.009 0.05
C 3.43864 -1.24994 -0.31556 -0.284 -0.061 0.161 -0.03
C 4.29714 -0.13944 -0.46326 -0.352 0.339 -0.186 -0.12
C 3.76784 1.06026 -0.88546 0.415 -0.332 0.127 -0.25
C 2.40024 1.18726 -1.12786 -0.505 -0.404 -0.146 0.08
N 1.54904 0.17426 -0.96886 2.460 0.698 -0.997 -0.47
C 2.06454 -1.03704 -0.59446 0.503 -0.506 -0.114 0.06
C 1.10944 -2.10014 -0.55966 1.278 -1.107 0.043 0.31
O -0.11326 -1.81434 -0.93386 0.132 -2.720 -1.509 -0.65
H 3.21304 -4.56324 0.46094 0.059 -0.032 0.033 0.26
H 5.35254 -0.23854 -0.26776 0.094 -0.040 0.039 0.25
H 4.40664 1.91766 -1.02636 0.040 0.073 -0.026 0.24
H 1.98224 2.12876 -1.46716 -0.034 -0.056 0.128 0.22
```
Positions in Å, forces in eV/Å.

## Properties
calculated total energy	-81295.4211	eV
net charge	+1
energy above the lowest of the compared OMol25 structures with the same formula, charge and spin	101.08	kJ/mol
HOMO level (alpha / beta)	-9.0 / -11.0	eV
spin multiplicity	3


2.
A cluster of 2 separate species, C6H12N2O in total in a non-equilibrium geometry. Source: the OMol25 dataset; level of theory: the ωB97M-V functional and the def2-TZVPD basis.

XYZ file:
```
21
Properties=species:S:1:pos:R:3:forces:R:3:nbo_charge:R:1
C -0.25603 1.71890 1.83899 -0.082 -0.791 0.001 -0.74
C 0.13513 -1.80004 1.20856 0.124 0.309 0.275 -0.70
C -0.83660 1.68098 0.45492 -0.886 1.944 -1.250 0.44
C -0.44937 -1.02612 0.06337 0.434 0.442 -2.106 0.27
N -1.66162 -1.22355 -0.29096 1.036 0.836 0.583 -0.60
O -2.01819 1.81043 0.15818 1.594 -0.487 0.662 -0.54
H -1.96802 -0.55894 -1.01080 0.185 -0.376 -0.041 0.35
H -0.20435 2.75362 2.18333 -0.145 -0.018 -0.060 0.25
H 0.75527 1.31002 1.82747 -0.008 0.039 -0.025 0.24
H -0.87248 1.12058 2.51213 -0.039 0.238 0.102 0.24
H 0.19520 -2.85815 0.94417 -0.015 0.072 0.002 0.24
H 1.13096 -1.44224 1.47267 -0.094 -0.031 -0.100 0.24
H -0.52227 -1.69605 2.07661 0.051 -0.126 -0.140 0.24
C 0.43351 -0.35747 -2.38487 -0.364 0.648 -0.241 -0.71
C 0.67380 -0.21540 -0.91297 0.261 -2.462 1.859 0.27
N 1.81274 0.04690 -0.39017 -0.974 -0.561 -0.217 -0.65
H 2.54651 0.16210 -1.09514 -0.295 0.476 -0.020 0.34
H -0.05286 1.72980 -0.36783 -0.869 0.025 0.707 0.11
H 0.72813 0.56670 -2.88985 0.054 -0.129 -0.053 0.23
H 1.04364 -1.17779 -2.76977 -0.099 0.020 0.048 0.24
H -0.61312 -0.54429 -2.62803 0.130 -0.068 0.014 0.23
```
Positions in Å, forces in eV/Å.

## Properties
calculated total energy	-11442.2500	eV
energy above the lowest of the compared OMol25 structures with the same formula, charge and spin	233.56	kJ/mol
HOMO level	-9.5	eV
structure (SMILES)	[H]/N=C(C)\C(C)=N\[H].CC=O


Which formula does entry 2 have?
C6H12N2O